Record 1
Density functional theory data (ωB97M-V with the def2-TZVPD basis set) for the molecule C4H8N2O in a non-equilibrium geometry.

The calculation puts the energy above the lowest of the compared OMol25 structures with the same formula, charge and spin at 2.138 eV. As for the gap between HOMO and LUMO: 9.7676 eV. For the LUMO energy, the calculation gives 1.0 eV. Its SMILES is C[C@H]1O[C@H]1/N=C/N. The total energy comes out at -341.92506 a.u.

Structure (XYZ):
```
15
Properties=species:S:1:pos:R:3:forces:R:3:lowdin_charge:R:1
C -0.6952 -1.1689 1.0199 -0.9 0.3 0.0 -0.304
C 1.0685 0.9848 -0.4991 0.0 -0.5 0.4 -0.291
C -1.3511 -1.2578 -0.3404 0.1 0.0 0.2 -0.038
N 1.2647 2.0454 -1.3076 0.1 0.4 -0.4 0.094
C 0.1649 -0.0266 1.3826 -0.6 0.1 0.5 -0.351
O 0.7020 -1.2941 1.0912 1.2 -0.5 -0.2 -0.015
N 0.3406 1.0734 0.5380 0.1 0.3 -0.4 0.082
H -1.2217 -1.6673 1.8306 0.0 0.0 0.0 0.133
H 1.6148 0.0794 -0.7840 -0.1 0.0 0.1 0.141
H 1.7070 1.9353 -2.2003 0.0 0.0 0.0 0.088
H 0.7278 2.8760 -1.1270 0.0 0.0 -0.1 0.097
H 0.2109 0.2592 2.4323 0.1 -0.1 -0.1 0.140
H -2.1896 -1.9471 -0.3081 -0.1 -0.1 -0.1 0.070
H -1.7087 -0.2771 -0.6512 0.0 0.0 -0.1 0.075
H -0.6350 -1.6147 -1.0769 0.0 0.0 -0.1 0.080
```
Forces are in eV/Å.

Record 2
Density functional theory data (ωB97M-V with the def2-TZVPD basis set) for a cluster of 2 separate species, C8H8 in total in a non-equilibrium geometry.

The calculation puts the energy above the lowest of the compared OMol25 structures with the same formula, charge and spin at 3.379 eV. As for the gap between HOMO and LUMO: 9.8420 eV. For the LUMO energy, the calculation gives 1.0 eV. Its SMILES is c1ccccc1.C#C. The total energy comes out at -309.48962 a.u.

Structure (XYZ):
```
16
Properties=species:S:1:pos:R:3:forces:R:3:lowdin_charge:R:1
C -2.5833 0.3398 -0.1656 -1.2 -1.4 -2.0 -0.020
C -2.2975 -0.5897 -0.8438 -0.8 -0.9 -1.2 0.044
C 0.3377 1.3479 0.2846 -0.1 0.5 0.2 -0.104
C 1.4856 1.0073 -0.4142 -0.1 4.4 0.0 -0.124
C 1.9731 -0.2342 -0.4512 1.6 -0.7 -1.8 -0.137
C 1.2760 -1.2789 0.0681 -1.3 -1.5 1.7 -0.092
C 0.0982 -1.0226 0.7769 0.7 1.9 -0.6 -0.085
C -0.3672 0.3230 0.8571 -0.8 -1.2 1.7 -0.164
H -2.4714 1.1513 0.4049 -0.9 2.7 1.3 0.001
H -2.1019 -1.3918 -1.5065 0.0 -0.2 0.0 0.044
H 0.0652 2.4251 0.3459 -0.1 -1.1 0.0 0.120
H 1.9625 1.9318 -0.8548 0.1 -1.6 0.2 0.125
H 2.8723 -0.3880 -1.0259 0.2 -0.3 0.0 0.105
H 1.6511 -2.3061 0.0107 -0.1 0.4 -0.1 0.109
H -0.4862 -1.7866 1.2253 -0.3 -0.7 0.2 0.094
H -1.4143 0.4716 1.2884 3.0 -0.3 0.5 0.083
```
Forces are in eV/Å.

Record 3
Density functional theory data (ωB97M-V with the def2-TZVPD basis set) for a structure of composition C13H26O4Ru in a non-equilibrium geometry.

Its expectation value of S² is 0.787. Its charge is +1. As for the spin multiplicity: 2. As for the gap between HOMO and LUMO (alpha / beta): 8.7252 / 8.5814 eV. For the LUMO energy (alpha / beta), the calculation gives -2.4 / -2.1 eV. The total energy comes out at -906.40894 a.u.

Structure (XYZ):
```
44
Properties=species:S:1:pos:R:3:forces:R:3:lowdin_charge:R:1
Ru -0.1411 -0.2870 -0.1136 0.0 1.5 0.1 1.096
C 2.3869 1.6980 -0.0056 0.0 0.0 0.0 -0.141
C 1.3189 2.7417 0.2606 0.0 0.0 0.0 -0.165
O 0.0617 2.1756 -0.0789 0.0 0.0 0.0 -0.210
C -1.0449 2.9618 0.3381 0.0 0.0 0.0 -0.162
C -2.3100 2.1408 0.1464 0.0 0.0 0.0 -0.138
O -2.1544 0.7817 0.5447 0.1 -0.1 0.0 -0.230
C -2.3961 0.4332 1.9085 0.0 0.0 0.0 -0.142
C -1.2199 0.7334 2.8156 0.0 0.0 0.0 -0.156
O -0.0676 0.1523 2.2207 -0.1 -0.3 0.0 -0.208
C 1.1745 0.5653 2.7693 0.0 0.0 0.0 -0.157
C 2.2690 0.0835 1.8365 0.0 0.0 0.0 -0.139
O 2.0243 0.4026 0.4665 0.0 -0.2 -0.1 -0.223
H 3.3316 2.0144 0.4446 0.0 0.0 0.0 0.141
H 2.5343 1.5785 -1.0781 0.0 0.0 0.0 0.139
H 1.5220 3.6249 -0.3537 0.0 0.0 0.0 0.145
H 1.3082 3.0588 1.3079 0.0 0.0 0.0 0.122
H -1.1156 3.8700 -0.2690 0.0 0.0 0.0 0.144
H -0.9049 3.2669 1.3798 0.0 0.0 0.0 0.122
H -2.5677 2.1017 -0.9113 0.0 0.0 0.0 0.138
H -3.1383 2.6028 0.6896 0.0 0.0 0.0 0.141
H -2.5663 -0.6428 1.8912 0.0 0.0 0.0 0.138
H -3.2981 0.9279 2.2776 0.0 0.0 0.0 0.141
H -1.4092 0.2999 3.8028 0.0 0.0 0.0 0.146
H -1.0606 1.8085 2.9439 0.0 0.0 0.0 0.123
H 1.3279 0.1186 3.7569 0.0 0.0 0.0 0.145
H 1.1797 1.6530 2.8869 0.0 0.0 0.0 0.122
H 2.3127 -1.0046 1.8650 0.0 0.0 0.0 0.139
H 3.2360 0.4834 2.1520 0.0 0.0 0.0 0.141
C -0.0738 -1.2935 -2.7622 0.0 0.1 0.1 -0.067
C -0.8214 -2.2611 -1.8282 -0.2 -0.2 -0.1 -0.670
C -0.6289 -3.7110 -2.2717 0.2 0.1 0.0 -0.059
C -2.3247 -1.9260 -1.8706 0.0 -0.1 0.0 -0.059
C -0.2757 -2.0125 -0.4280 0.2 -0.7 -0.1 -0.189
H -0.4856 -1.3302 -3.7724 0.0 0.1 0.0 0.097
H 0.9911 -1.5186 -2.8034 0.0 0.0 0.0 0.088
H -0.1823 -0.2417 -2.4235 0.0 0.0 0.0 0.063
H -1.0043 -3.8531 -3.2869 0.0 0.0 0.0 0.091
H -1.1707 -4.3912 -1.6127 0.0 0.0 0.0 0.088
H 0.4258 -3.9922 -2.2572 0.0 0.0 0.0 0.088
H -2.7192 -2.1055 -2.8726 0.0 0.0 0.0 0.090
H -2.5106 -0.8801 -1.6162 0.0 0.0 0.0 0.062
H -2.8847 -2.5439 -1.1670 0.0 0.0 0.0 0.090
H 0.0754 -2.8701 0.1588 -0.3 -0.1 0.1 0.073
```
Forces are in eV/Å.

Record 4
Density functional theory data (ωB97M-V with the def2-TZVPD basis set) for a cluster of 3 separate species, C31H23FO5P in total in a non-equilibrium geometry.

Its charge is +1. As for the gap between HOMO and LUMO: 7.2355 eV. For the LUMO energy, the calculation gives -4.4 eV. The total energy comes out at -2012.10439 a.u.

Structure (XYZ):
```
61
Properties=species:S:1:pos:R:3:forces:R:3:lowdin_charge:R:1
F 2.7497 -0.1481 0.0122 0.4 -0.3 -0.2 -0.155
P 1.3389 0.4453 -0.0884 -0.7 1.0 -0.2 0.996
C 0.1703 -0.8501 -0.3401 -0.6 -1.3 1.2 -0.217
C -1.2699 -0.4764 -0.0043 -0.4 -0.7 0.2 -0.340
C -1.6461 1.1715 0.0267 -0.1 0.7 0.9 0.035
O -1.9004 -0.0121 -1.0031 0.6 0.4 -1.5 0.003
H 1.3430 1.3867 -1.1197 0.1 -0.1 -0.1 0.054
H 1.1509 1.1495 1.0959 0.2 -0.3 0.2 0.066
H 0.1134 -1.2674 -1.3443 0.4 0.3 -0.2 0.137
H 0.3803 -1.6829 0.3411 0.7 0.0 0.0 0.112
H -1.7919 -1.0713 0.7340 -0.1 0.2 0.5 0.164
H -0.5817 1.3001 0.4494 0.4 -0.4 -1.2 0.000
H -1.4657 1.8666 -0.8127 -1.0 0.5 0.3 0.105
C -2.6165 -5.8704 7.5081 0.0 -0.1 0.0 -0.046
C -2.3626 -7.1046 6.9191 0.0 0.1 0.0 -0.045
C -1.4229 -7.2136 5.9084 -0.1 -0.1 0.1 0.004
C -0.7396 -6.0859 5.4743 0.0 0.2 0.0 -0.084
C -1.0107 -4.8408 6.0519 0.1 -0.1 -0.1 -0.086
C -1.9434 -4.7409 7.0757 -0.1 0.0 0.1 0.002
C -0.3249 -3.6120 5.5730 -0.1 0.1 0.2 -0.278
O -0.5496 -2.5277 6.0665 0.0 0.0 -0.1 0.109
C 0.6516 -3.7409 4.4497 0.0 -0.1 0.0 -0.080
C 1.2646 -2.5986 3.9520 0.1 0.2 -0.1 -0.015
C 2.1805 -2.7023 2.9194 -0.1 0.0 -0.1 -0.090
C 2.4967 -3.9481 2.3824 0.0 0.1 0.0 -0.064
C 1.8848 -5.0876 2.8743 0.1 0.0 -0.1 0.004
C 0.9551 -4.9865 3.9023 0.0 0.1 0.1 -0.073
C 0.2795 -6.2245 4.3990 0.0 -0.2 0.0 -0.275
O 0.5574 -7.3044 3.9281 0.0 0.0 -0.1 0.120
H -3.3451 -5.7908 8.3035 0.0 0.0 0.0 0.112
H -2.8985 -7.9831 7.2520 0.0 0.0 0.0 0.112
H -1.2194 -8.1724 5.4525 0.1 0.0 -0.1 0.124
H -2.1419 -3.7796 7.5284 0.1 0.1 -0.1 0.123
H 1.0198 -1.6335 4.3757 0.0 -0.1 0.1 0.117
H 2.6577 -1.8088 2.5317 0.1 0.0 0.1 0.090
H 3.2191 -4.0275 1.5802 0.0 0.0 0.0 0.107
H 2.1227 -6.0583 2.4619 -0.1 -0.1 0.1 0.125
C -3.4666 5.3207 -3.8793 0.0 0.0 0.0 -0.048
C -3.2941 6.3809 -4.7621 0.0 -0.1 0.0 -0.040
C -2.0799 6.5634 -5.4023 -0.1 0.1 0.0 0.010
C -1.0287 5.6929 -5.1548 0.1 -0.1 0.1 -0.078
C -1.1933 4.6394 -4.2508 0.1 0.0 -0.1 -0.087
C -2.4197 4.4530 -3.6237 -0.1 0.0 0.0 -0.004
C -0.0678 3.7240 -3.9370 -0.1 -0.1 0.1 -0.269
O -0.2167 2.8023 -3.1487 0.1 -0.2 0.3 0.047
C 1.2446 3.9600 -4.5975 -0.1 0.0 0.0 -0.086
C 2.3283 3.1490 -4.2826 0.1 0.0 0.0 -0.018
C 3.5503 3.3499 -4.8989 0.0 0.0 0.0 -0.056
C 3.6959 4.3601 -5.8431 0.0 0.0 0.0 -0.042
C 2.6228 5.1750 -6.1594 0.1 0.0 0.0 0.011
C 1.3987 4.9845 -5.5339 -0.1 -0.1 0.1 -0.074
C 0.2642 5.8943 -5.8664 0.0 0.1 -0.1 -0.274
O 0.3946 6.7723 -6.6879 0.0 0.0 0.0 0.127
H -4.4190 5.1756 -3.3877 0.0 0.0 0.0 0.112
H -4.1103 7.0646 -4.9520 0.0 0.0 0.0 0.114
H -1.9441 7.3833 -6.0935 0.1 0.0 0.0 0.126
H -2.5516 3.6309 -2.9348 0.1 0.0 0.0 0.111
H 2.2127 2.3603 -3.5524 -0.1 0.0 0.0 0.096
H 4.3927 2.7190 -4.6481 0.0 0.0 0.0 0.108
H 4.6496 4.5123 -6.3298 0.0 0.0 0.0 0.114
H 2.7323 5.9639 -6.8902 -0.1 0.0 0.0 0.127
```
Forces are in eV/Å.

Record 5
Density functional theory data (ωB97M-V with the def2-TZVPD basis set) for a structure of composition C8H25BHoNO2P in a non-equilibrium geometry.

The calculation puts the energy above the lowest of the compared OMol25 structures with the same formula, charge and spin at 0.000 eV. Its expectation value of S² is 8.757. Its charge is +2. As for the spin multiplicity: 6. As for the gap between HOMO and LUMO (alpha / beta): 5.3522 / 7.4692 eV. For the LUMO energy (alpha / beta), the calculation gives -8.6 / -8.5 eV. The total energy comes out at -1838.54527 a.u.

Structure (XYZ):
```
39
Properties=species:S:1:pos:R:3:forces:R:3:lowdin_charge:R:1
Ho 0.3005 0.1278 -0.0926 -1.3 0.7 1.1 1.163
H -1.9449 1.4452 0.8933 0.4 -0.1 0.7 -0.013
H -1.0850 -0.3104 -2.1840 -1.8 0.8 -0.5 0.074
P -0.9799 -2.4577 0.4762 -0.4 -0.5 0.7 0.716
C -0.9243 -2.8899 2.2727 0.4 0.4 0.1 -0.250
H -1.3593 -3.8905 2.4512 0.1 0.5 -0.3 0.070
H 0.1278 -2.8841 2.6082 -0.5 0.0 -0.1 0.051
H -1.4823 -2.1492 2.8660 0.2 -0.2 -0.2 0.057
C -2.7626 -2.3576 0.1295 -0.2 -0.1 0.1 -0.268
H -2.9510 -2.6424 -0.9065 -0.1 0.0 0.0 0.056
H -3.3273 -3.0283 0.7798 0.1 -0.1 -0.1 0.070
H -3.1384 -1.3510 0.2946 0.0 -0.2 0.1 -0.008
C -0.4915 -4.0380 -0.2705 0.4 -0.1 -0.2 -0.266
H 0.5857 -4.2080 -0.1399 -0.3 0.0 0.0 0.064
H -1.0372 -4.8706 0.1903 0.1 0.2 -0.1 0.072
H -0.7030 -4.0184 -1.3394 0.0 -0.1 -0.1 0.044
C 0.9882 -1.4392 -1.7749 1.7 -4.1 -5.3 -0.070
O 1.2305 -2.1674 -2.6555 -1.1 3.4 4.4 0.165
H -1.6878 1.0566 -2.9775 0.0 -0.3 0.5 0.153
H -2.6887 -0.1936 -2.7416 0.5 -0.2 0.3 0.161
H -3.3575 0.2630 -0.4799 0.3 0.8 -0.1 0.024
H -2.5698 2.2006 -1.1479 -0.1 0.0 0.4 0.040
B -2.5716 1.0243 -0.9838 0.2 -0.4 -0.2 -0.273
N -1.9489 0.3518 -2.2620 1.0 -0.7 -1.5 0.075
H -1.6929 1.3702 1.6205 0.0 0.1 0.0 0.095
H 1.3423 -0.7324 1.2071 0.1 -0.1 0.3 -0.107
C 3.6406 3.0779 0.7155 0.2 0.0 0.0 -0.117
C 2.3980 3.9624 0.4306 0.0 0.2 0.2 -0.118
C 1.3000 3.0585 -0.1390 0.0 0.4 -0.1 -0.159
O 1.8332 1.6856 -0.1408 0.5 0.4 0.0 -0.422
C 3.2698 1.6386 0.3148 0.1 -0.3 0.5 -0.099
H 4.5182 3.4461 0.1619 -0.4 -0.3 0.0 0.129
H 3.9383 3.1292 1.7702 -0.3 -0.1 -0.2 0.127
H 2.6424 4.7598 -0.2852 -0.1 -0.3 0.3 0.130
H 2.0176 4.4271 1.3498 0.3 0.0 -0.3 0.128
H 0.4000 3.0736 0.5056 0.3 -0.1 -0.3 0.118
H 1.0303 3.3586 -1.1662 0.1 -0.4 0.4 0.134
H 3.8620 1.2469 -0.5302 -0.4 0.2 0.4 0.135
H 3.2787 0.9250 1.1799 0.1 0.6 -0.9 0.118
```
Forces are in eV/Å.

Record 6
Density functional theory data (ωB97M-V with the def2-TZVPD basis set) for a cluster of 2 separate species, CH2O4S in total in a non-equilibrium geometry.

The calculation puts the energy above the lowest of the compared OMol25 structures with the same formula, charge and spin at 2.127 eV. As for the gap between HOMO and LUMO: 10.4695 eV. For the LUMO energy, the calculation gives -0.3 eV. The total energy comes out at -738.37150 a.u.

Structure (XYZ):
```
8
Properties=species:S:1:pos:R:3:forces:R:3:lowdin_charge:R:1
C 1.3156 0.4070 -0.0888 3.4 -1.0 0.2 -0.474
O -1.3351 -1.1273 -0.4438 -1.8 -0.4 0.8 -0.209
O -2.0065 0.2816 1.3311 -1.2 0.1 1.6 -0.339
O 0.1851 0.7886 0.3725 -1.0 1.1 1.4 -0.229
O 1.4556 -0.2445 -1.1080 0.3 0.6 1.1 0.001
S -1.5709 0.3538 0.0032 1.4 0.7 -0.8 0.994
H 2.4731 0.7310 0.8113 -3.6 -0.8 -2.7 0.236
H -0.5168 -1.1902 -0.8775 2.5 -0.4 -1.6 0.021
```
Forces are in eV/Å.

Record 7
Density functional theory data (ωB97M-V with the def2-TZVPD basis set) for a cluster of 2 separate species, C13H25N3O5PS2 in total in a non-equilibrium geometry.

Its charge is +1. As for the gap between HOMO and LUMO: 7.7284 eV. For the LUMO energy, the calculation gives -3.6 eV. The total energy comes out at -2188.34039 a.u.

Structure (XYZ):
```
49
Properties=species:S:1:pos:R:3:forces:R:3:lowdin_charge:R:1
O -2.6881 -1.1431 4.9268 -1.4 1.0 1.5 -0.188
S -1.9671 -1.8458 3.9721 -0.1 0.2 -1.0 0.604
O -0.5490 -1.9126 4.1432 1.1 -1.2 0.6 -0.271
O -2.5845 -3.2860 3.9210 0.3 -0.2 -0.5 -0.098
C -2.1786 -1.1174 2.3619 -1.0 -0.8 0.3 -0.221
C -2.9686 0.1757 2.3531 -0.4 -0.2 -0.4 -0.195
C -2.6253 0.9415 1.0868 0.0 0.4 0.8 -0.169
C -1.3249 1.7235 1.2712 0.1 -0.3 -1.1 -0.117
C -0.0036 0.9524 1.0751 -0.5 0.2 0.7 -0.296
C 0.5230 0.5619 2.4943 -0.1 -0.1 -0.3 -0.042
N 1.1401 -0.8097 2.6445 1.6 0.7 -1.0 0.076
C 1.3359 -1.6169 1.3790 0.1 0.3 -0.2 -0.102
C 1.2505 -0.7864 0.0895 -1.4 -1.3 0.5 -0.346
P 1.3397 -1.9850 -1.3447 1.6 0.6 -1.4 0.174
O 0.0260 -1.7324 -2.2189 -0.5 -0.3 0.8 -0.178
O 1.1483 -3.4795 -0.7652 -0.9 0.4 0.4 -0.195
S 2.9290 -1.7693 -2.3647 0.0 -0.1 0.4 0.392
N -0.0682 -0.1189 0.1017 1.0 0.0 -0.1 -0.012
H -2.1120 -3.8403 3.2725 -0.1 -0.1 0.3 0.119
H -1.2043 -1.0485 1.9278 0.3 0.1 0.2 0.038
H -2.7329 -1.8391 1.7721 -0.1 -0.2 -0.2 0.122
H -4.0157 -0.0901 2.3547 -0.4 -0.1 0.0 0.127
H -2.8410 0.7825 3.2353 0.4 0.2 0.3 0.117
H -3.4057 1.6652 0.9075 -0.3 0.2 -0.1 0.123
H -2.6515 0.2754 0.2333 0.3 -0.1 -0.4 0.115
H -1.3162 2.1581 2.2598 -0.1 0.3 0.3 0.117
H -1.3293 2.5562 0.5815 0.1 0.2 -0.3 0.124
H 0.6985 1.6632 0.6684 0.3 0.1 -0.2 0.145
H 1.2421 1.3016 2.8019 0.4 0.1 0.1 0.138
H -0.2725 0.6280 3.2149 -0.3 -0.2 0.3 0.110
H 2.0557 -0.6858 3.0719 0.1 0.0 0.0 0.182
H 0.5951 -1.3684 3.3225 -0.4 0.0 0.1 0.060
H 0.5267 -2.3264 1.3378 -0.4 -0.3 0.2 0.104
H 2.2325 -2.2118 1.4638 0.4 0.0 0.1 0.140
H 2.0479 -0.0694 -0.0152 0.2 0.2 -0.2 0.124
H -0.7822 -1.8222 -1.6824 0.0 0.4 -0.6 0.079
H 0.1938 -3.6753 -0.7394 0.5 -0.5 0.0 0.086
H -0.7332 -0.8376 0.3573 -0.3 0.3 -0.1 0.071
N 1.1725 2.5407 -3.6372 0.0 0.0 0.0 0.042
C 1.0151 3.4252 -4.6197 -0.1 0.1 0.1 -0.162
C 1.6341 3.3202 -5.8557 0.0 0.0 0.0 -0.070
C 2.4666 2.2375 -6.0852 0.0 0.0 -0.1 -0.074
C 2.6440 1.3074 -5.0745 0.0 0.0 0.0 -0.068
C 1.9759 1.5052 -3.8774 -0.1 0.0 0.2 -0.174
H 0.3580 4.2589 -4.3984 0.0 0.0 -0.1 0.101
H 1.4671 4.0688 -6.6174 0.0 0.0 0.0 0.103
H 2.9688 2.1204 -7.0365 0.0 0.0 0.0 0.108
H 3.2846 0.4469 -5.2099 0.0 0.0 0.0 0.100
H 2.0828 0.8014 -3.0609 0.1 -0.1 -0.1 0.035
```
Forces are in eV/Å.

Record 8
Density functional theory data (ωB97M-V with the def2-TZVPD basis set) for a structure of composition CHF3NO3S2Yb in a non-equilibrium geometry.

The calculation puts the energy above the lowest of the compared OMol25 structures with the same formula, charge and spin at 5.454 eV. Its expectation value of S² is 0.778. Its charge is +2. As for the spin multiplicity: 2. As for the gap between HOMO and LUMO (alpha / beta): 4.7833 / 4.0383 eV. For the LUMO energy (alpha / beta), the calculation gives -11.8 / -12.6 eV. The total energy comes out at -2572.80728 a.u.

Structure (XYZ):
```
12
Properties=species:S:1:pos:R:3:forces:R:3:lowdin_charge:R:1
Yb 3.5202 -1.4488 -0.6276 0.5 1.5 0.0 1.737
N 1.0548 0.7953 -1.8504 2.7 -1.0 -4.7 -0.450
S 1.3681 2.0558 -0.9782 -0.8 0.1 3.3 1.073
O 2.6914 1.6762 -0.3500 -0.5 -0.7 -0.8 -0.469
S 0.1129 -0.4627 -1.4653 -4.8 0.3 -0.8 0.867
O 1.3015 -1.5490 -1.1661 4.4 -5.0 1.9 -0.578
O -0.6915 -0.7103 -2.6471 1.6 0.0 1.3 -0.186
C -0.3798 0.8406 0.4695 -1.2 2.7 2.3 -0.656
F -1.6393 0.9789 0.1064 -0.2 -0.6 -1.0 0.152
F -0.2085 -0.2169 1.2405 0.5 -1.4 -0.4 0.123
F -0.1845 1.8410 1.3112 0.7 1.2 0.6 0.099
H 1.6978 -2.7842 -0.7280 -2.9 3.1 -1.7 0.289
```
Forces are in eV/Å.